1.
{
  "formula": "C17H43N10NiO2SbSe4Si",
  "method": "the ωB97M-V functional and the def2-TZVPD basis",
  "homo_lumo_gap_ev": [2.09, 1.83],
  "charge": 0,
  "total_energy_ha": -13015.0604,
  "multiplicity": 3,
  "fmax_ev_per_a": 3.8,
  "symbols": ["Ni", "C", "N", "C", "C", "N", "N", "C", "N", "N", "H", "H", "H", "H", "H", "H", "H", "H", "H", "H", "H", "N", "N", "C", "N", "N", "N", "O", "O", "H", "H", "H", "H", "H", "C", "C", "C", "C", "Si", "C", "C", "C", "C", "C", "C", "C", "C", "H", "H", "H", "H", "H", "H", "H", "H", "H", "H", "H", "H", "H", "H", "H", "H", "H", "H", "H", "H", "H", "H", "H", "H", "H", "H", "H", "Se", "Sb", "Se", "Se", "Se"],
  "positions_angstrom": [[-0.27816, 0.27569, 0.06616], [-5.06470, 0.15233, -2.49340], [-3.82170, 0.88416, -2.15215], [-3.37338, 2.03579, -3.01797], [-2.85997, 0.37357, -1.39451], [-1.67690, 0.89671, -1.16808], [-3.25588, -0.83645, -0.77011], [-2.43637, -1.80587, -0.22629], [-2.95561, -3.06402, -0.12635], [-1.26028, -1.41153, 0.28300], [-5.62348, 0.72147, -3.22692], [-5.65202, 0.05425, -1.62487], [-4.90131, -0.85086, -2.92598], [-4.23479, 2.30198, -3.61698], [-2.62745, 1.66954, -3.73136], [-2.97063, 2.86452, -2.40472], [-1.66028, 1.90649, -1.35932], [-4.21277, -0.99327, -0.99223], [-3.79280, -3.29834, -0.66908], [-2.31581, -3.86638, 0.04154], [-0.99493, -1.92164, 1.09943], [0.05061, 2.41468, -0.00310], [-0.98200, 3.21319, 0.57191], [-1.44982, 2.66404, 1.67233], [-2.47429, 3.30127, 2.28387], [-0.98290, 1.46079, 1.90548], [-1.07767, 1.03805, 3.33013], [-1.99410, 1.48046, 3.98368], [-0.31930, 0.13413, 3.65698], [0.80054, 2.49667, 0.71217], [0.44106, 2.93690, -0.81319], [-1.55445, 3.96492, 0.19165], [-2.71278, 4.24790, 1.96979], [-2.95637, 2.87500, 3.07116], [1.26259, -3.34528, -0.35288], [2.07470, -2.41585, 0.51152], [1.53547, -2.19527, 1.94213], [3.49717, -2.99483, 0.57957], [2.02616, -0.41380, -0.05360], [2.47015, -0.31160, -1.98893], [1.11880, -0.69190, -2.65489], [3.49711, -1.37490, -2.47580], [2.82348, 1.16851, -2.52512], [3.53220, 0.58291, 0.95263], [3.35462, 0.25115, 2.41738], [5.00709, 0.16163, 0.47471], [3.37580, 2.13068, 0.89619], [1.55963, -4.36395, 0.01991], [1.55672, -3.37881, -1.38170], [0.15530, -3.26697, -0.31600], [0.59349, -2.80268, 2.20786], [1.22869, -1.17338, 2.22482], [2.36045, -2.36421, 2.64759], [3.41239, -4.01551, 0.95707], [4.10794, -2.47353, 1.35205], [3.95909, -3.06389, -0.40923], [1.00157, -1.78576, -2.78284], [1.01604, -0.22128, -3.62872], [0.24676, -0.20930, -2.15884], [3.28997, -2.34019, -2.03141], [4.52403, -1.06265, -2.24667], [3.45958, -1.48883, -3.56878], [3.29222, 1.62912, -1.70040], [1.94895, 1.71368, -2.92155], [3.55036, 1.12405, -3.32212], [3.58473, -0.81617, 2.65788], [2.33595, 0.38851, 2.77606], [4.02315, 0.88158, 3.03263], [5.20220, -0.88027, 0.67636], [5.69811, 0.88409, 0.99753], [5.13427, 0.41989, -0.60009], [2.84415, 2.53354, 1.81603], [2.88547, 2.57002, 0.02222], [4.34073, 2.68541, 0.96349], [-7.41867, -1.66375, 2.65367], [-5.63948, 1.34026, 3.92349], [-5.85028, 2.98500, 1.94449], [-7.85030, 0.02320, 3.94732], [-4.94782, -0.67478, 2.40230]],
  "forces_ev_per_a": [[0.653, 0.358, 0.403], [1.227, 0.307, -0.903], [-0.579, 1.633, -1.925], [-0.592, -1.319, 0.415], [1.748, -0.890, 1.961], [-2.300, 0.067, -0.587], [0.738, 0.728, -1.502], [2.528, 1.364, 1.945], [-0.061, -0.883, -0.245], [-3.071, -0.739, -0.934], [-0.010, 0.157, 0.058], [-1.000, -0.042, 1.097], [0.261, 0.374, 0.058], [-0.110, 0.563, 0.187], [0.239, 0.165, 0.287], [-0.532, -0.361, -0.504], [-0.019, -0.984, -0.518], [-0.281, -1.096, 0.270], [0.663, 0.225, 0.459], [-0.712, 1.287, -0.109], [0.473, -1.112, 0.009], [2.227, 2.026, -0.658], [-0.206, 0.898, -0.505], [-2.812, -0.418, 1.522], [0.783, 0.840, -0.193], [1.157, -1.138, 3.420], [-0.001, -1.275, -2.676], [0.024, -0.079, 1.108], [-0.806, 1.512, -0.291], [-0.242, -0.346, -0.709], [-0.411, -0.456, 0.504], [0.883, -0.403, -0.717], [-0.049, -0.857, 0.486], [0.270, 0.351, -0.605], [-0.481, -1.615, 0.941], [0.401, 2.847, -0.116], [-1.127, -0.777, 0.912], [-0.198, 0.111, 0.787], [0.818, -0.251, -0.445], [-0.788, 0.181, -0.853], [-0.459, 0.297, -0.123], [0.141, 1.191, -0.123], [-0.594, -2.121, 0.332], [-0.017, -0.574, -0.863], [0.836, -1.011, 0.986], [-1.244, 2.389, 0.043], [0.008, 0.925, 0.761], [-0.682, 0.371, -0.245], [0.202, 0.313, -0.689], [0.802, 0.223, 0.064], [1.529, 0.305, -0.273], [-0.071, -0.286, -0.649], [-0.568, -0.619, 0.130], [0.034, -0.339, 0.043], [-0.167, -0.188, -0.950], [0.259, 0.230, 0.410], [-0.234, 0.580, 0.256], [0.481, -0.225, -0.728], [0.504, -0.829, 0.149], [0.054, -0.075, -0.028], [-0.129, -0.252, 0.160], [-0.125, 0.049, 0.061], [0.451, 1.230, 0.636], [0.234, -0.173, 0.524], [0.255, -0.163, -0.423], [0.109, 0.896, -0.216], [-0.086, 0.335, -0.065], [-0.129, -0.202, -0.055], [0.286, -0.069, -0.021], [-0.284, -1.071, -0.167], [-0.105, -0.500, 0.547], [0.191, -0.631, -0.989], [-0.034, -0.265, -0.031], [-0.219, -0.627, -0.124], [2.134, -0.771, -1.199], [0.583, 1.121, -1.771], [0.017, -1.066, 1.441], [-1.748, 1.351, 1.409], [-0.922, -0.704, -0.058]],
  "mulliken_charge": [-0.04, -1.16, 0.15, -0.85, 0.25, 0.10, 0.19, -0.04, -0.40, 0.26, 0.29, 0.44, 0.38, 0.32, 0.35, 0.20, -0.22, 0.16, 0.20, 0.26, 0.02, -0.24, -0.35, 0.40, -0.34, 0.06, 0.76, -0.72, -0.56, 0.10, 0.24, 0.22, 0.15, 0.05, -1.38, 2.76, -2.16, -1.97, -1.07, 2.12, -1.80, -1.71, -1.65, 2.46, -1.88, -1.51, -1.87, 0.56, 0.33, -0.19, 0.30, 0.08, 0.61, 0.65, 0.42, 0.26, 0.19, 0.56, 0.33, 0.24, 0.29, 0.51, 0.34, 0.20, 0.50, 0.25, 0.32, 0.52, 0.24, 0.52, 0.26, 0.37, 0.42, 0.43, -0.16, 0.26, -0.55, -0.12, 0.06]
}

=====

2.
{
  "formula": "C17H43N2O17Y",
  "method": "the ωB97M-V functional and the def2-TZVPD basis",
  "homo_lumo_gap_ev": [3.71, 6.61],
  "charge": -1,
  "total_energy_ha": -2100.5231,
  "multiplicity": 2,
  "fmax_ev_per_a": 8.0,
  "symbols": ["Y", "O", "C", "O", "O", "H", "O", "C", "O", "O", "H", "O", "C", "O", "O", "H", "C", "C", "C", "O", "C", "N", "H", "H", "H", "H", "H", "H", "H", "H", "H", "H", "H", "C", "C", "C", "O", "C", "N", "H", "H", "H", "H", "H", "H", "H", "H", "H", "H", "H", "C", "C", "O", "O", "H", "H", "H", "H", "H", "H", "C", "C", "O", "O", "H", "H", "H", "H", "H", "H", "C", "C", "O", "O", "H", "H", "H", "H", "H", "H"],
  "positions_angstrom": [[-4.76869, 5.84794, 5.56931], [-6.31556, 9.45073, 7.52290], [-6.49485, 8.71410, 6.45318], [-5.69113, 7.76505, 6.36078], [-7.57653, 8.81011, 5.83398], [-5.39685, 9.17540, 7.56489], [-4.76459, 3.50848, 9.05573], [-4.67110, 4.28911, 7.97430], [-5.48859, 5.18716, 7.67986], [-3.81213, 4.08433, 7.08921], [-4.18292, 2.74559, 9.02022], [-8.19333, 3.76395, 3.99744], [-8.12686, 4.89664, 4.71868], [-7.12128, 5.12734, 5.38644], [-8.88620, 5.82732, 4.51260], [-7.35909, 3.45016, 4.35407], [-2.10908, 8.82720, 5.56425], [-1.81460, 7.68153, 6.57355], [-2.30691, 8.00139, 8.04074], [-3.62378, 7.70257, 8.24540], [-4.07046, 7.59780, 9.60676], [-2.45228, 6.42700, 6.20014], [-1.95164, 8.57696, 4.51512], [-1.51204, 9.67613, 5.89735], [-3.18471, 8.98534, 5.48604], [-0.75457, 7.52687, 6.77483], [-2.10341, 8.99154, 8.44852], [-1.77114, 7.29446, 8.67423], [-5.05563, 7.14379, 9.71355], [-4.13563, 8.60104, 10.02791], [-3.44359, 6.92370, 10.19047], [-1.85086, 6.01243, 5.50263], [-2.31077, 5.77187, 6.95571], [0.78258, 3.69632, 5.53416], [1.07266, 5.04009, 6.23989], [0.82833, 4.89139, 7.74386], [-0.61300, 4.83539, 7.87885], [-1.12593, 4.74777, 9.23413], [2.46276, 5.34926, 6.07218], [-0.24617, 3.35907, 5.66081], [1.36514, 2.84600, 5.88865], [0.97237, 3.81514, 4.46741], [0.43422, 5.88519, 5.98240], [1.12925, 5.81503, 8.23826], [1.44724, 4.06876, 8.10210], [-2.19424, 4.82712, 9.43545], [-0.72066, 5.60912, 9.76511], [-0.77997, 3.78273, 9.60441], [2.66558, 6.15255, 6.64984], [3.02515, 4.61171, 6.47198], [-7.71377, 4.74754, 10.85150], [-8.20242, 5.66312, 9.66946], [-8.34281, 5.10621, 8.36669], [-6.35552, 4.93049, 11.13126], [-7.99156, 3.75151, 10.50674], [-8.25047, 4.97407, 11.77277], [-7.51083, 6.50561, 9.67207], [-9.15820, 6.03917, 10.03440], [-7.49995, 4.92099, 7.94613], [-5.89110, 4.26154, 10.62290], [-5.77735, 1.54404, 12.27066], [-5.61008, 0.85519, 10.87520], [-5.56604, -0.55774, 11.07925], [-4.57216, 1.82424, 12.88301], [-6.31376, 0.97658, 13.03114], [-6.24083, 2.52837, 12.20448], [-4.67833, 1.13674, 10.38462], [-6.44792, 1.16526, 10.25072], [-6.30250, -0.96527, 10.61757], [-3.95875, 1.08586, 12.87177], [-2.11906, 1.08601, 9.48000], [-0.82119, 0.83446, 8.77658], [-0.71593, 1.70340, 7.60257], [-3.12000, 1.17850, 8.52743], [-2.08919, 1.96896, 10.11845], [-2.22175, 0.31104, 10.23958], [-0.77197, -0.17436, 8.36674], [-0.06521, 1.11131, 9.51140], [-1.21270, 2.50190, 7.79548], [-2.86934, 0.80660, 7.67863]],
  "forces_ev_per_a": [[-2.791, 0.466, 1.298], [1.492, 1.798, 1.118], [-7.515, -1.110, -2.436], [3.562, -2.514, -1.745], [2.250, 0.663, 0.357], [1.064, 0.480, 1.817], [-0.884, 1.013, 0.757], [-0.429, 0.343, -2.540], [-1.337, 0.236, 2.496], [2.217, -1.303, -0.327], [0.557, -0.407, -0.725], [0.327, -1.056, 0.610], [-2.852, 4.725, -2.614], [5.972, -1.385, 2.792], [-2.233, -0.817, -0.529], [0.441, -1.442, -0.539], [-0.080, -1.163, 0.387], [-1.241, 1.494, 1.159], [0.878, -0.663, 0.310], [-2.463, -0.648, -0.037], [0.139, 0.159, -0.425], [0.375, -0.009, -0.344], [0.972, -0.236, 0.058], [-0.400, 0.294, -0.380], [-0.144, 0.528, 0.856], [0.337, 0.145, -0.590], [0.476, 0.481, -0.524], [0.752, -0.057, 0.197], [-0.115, 0.099, -0.873], [0.271, 0.021, 0.337], [0.587, 0.209, 0.105], [-0.046, -0.214, -0.752], [-0.173, -0.311, 0.472], [-0.710, 0.680, -0.484], [-0.139, -1.732, 1.337], [-1.588, 0.923, -0.437], [-0.683, -0.736, 0.637], [1.612, 0.172, -0.320], [0.762, 0.779, -0.403], [-0.094, 0.309, -0.032], [0.428, 0.334, 0.304], [0.001, -0.057, -0.036], [0.099, -0.182, -0.838], [0.348, 0.134, 0.244], [-0.563, -0.498, 0.475], [-0.249, -0.154, -1.258], [0.408, -0.252, 0.537], [0.086, 0.163, 0.646], [0.271, 0.386, -0.088], [0.107, -0.345, -0.121], [-1.008, 0.652, -1.503], [0.455, -0.086, 0.637], [-0.839, -0.239, 1.425], [0.639, -0.573, 0.204], [0.269, -0.514, 0.339], [-0.213, 0.100, -0.076], [0.069, 0.225, -0.195], [-0.355, 0.030, -0.713], [0.520, 0.427, -0.007], [0.471, 0.148, -0.211], [-0.126, 0.040, -0.671], [-0.804, 0.142, 1.526], [0.004, -0.188, -0.272], [2.286, 0.823, 0.601], [-0.816, -0.597, -0.746], [-0.283, -0.076, -0.375], [-0.084, 0.265, 0.216], [-0.004, -0.168, -0.197], [0.047, 0.002, 0.024], [-0.256, -0.277, -0.053], [0.820, -0.575, 0.252], [0.215, 1.665, -0.832], [0.292, -1.037, 0.931], [-1.813, 0.219, 0.486], [-0.052, 0.604, -0.454], [-0.581, -0.662, -0.170], [0.294, -0.060, 0.393], [0.642, -0.597, -0.215], [-0.108, 0.482, -0.195], [0.251, 0.079, -0.058]],
  "mulliken_charge": [0.47, -0.57, 0.48, -0.23, -0.68, 0.34, 0.25, 0.51, -0.57, -0.92, -0.04, -0.51, 0.53, -0.23, -0.67, 0.30, -1.54, 0.85, -0.72, 0.38, -0.68, 0.30, 0.37, 0.39, 0.21, 0.05, 0.43, 0.04, -0.10, 0.34, 0.33, 0.11, -0.20, -1.38, 0.99, -0.98, 0.33, -1.02, -0.75, 0.24, 0.35, 0.40, -0.12, 0.40, 0.25, -0.09, 0.49, 0.40, 0.30, 0.30, -0.28, -0.35, -0.54, -0.46, 0.17, 0.43, 0.00, 0.46, 0.27, 0.14, -0.21, -0.21, -0.54, -0.59, 0.34, 0.10, -0.07, 0.51, 0.33, 0.31, -0.10, -0.73, -0.42, -0.59, 0.21, 0.39, 0.42, 0.32, 0.19, 0.34]
}